(1)
{
  "formula": "C13H15N5O",
  "method": "wB97M-V/def2-TZVPD",
  "de_lowest_kj_mol": 0.0,
  "lumo_ev": 0.152,
  "smiles": "CC(C)c1cc(C(=O)N/N=C/c2cccnc2)n[nH]1",
  "homo_energy_ev": -8.7,
  "homo_lumo_gap_ev": 8.8,
  "symbols": ["C", "C", "C", "C", "C", "C", "C", "O", "N", "N", "C", "C", "C", "C", "C", "N", "C", "N", "N", "H", "H", "H", "H", "H", "H", "H", "H", "H", "H", "H", "H", "H", "H", "H"],
  "coordinates": [[-2.9106, -2.4104, -1.3555], [-2.4781, -2.0616, 0.0714], [-1.0999, -2.6510, 0.3794], [-2.4633, -0.5797, 0.2532], [-1.6618, 0.3976, -0.2929], [-2.1315, 1.6096, 0.2569], [-1.6535, 2.9759, -0.0025], [-2.3474, 3.9630, -0.0884], [-0.2875, 3.0937, -0.1752], [0.5657, 2.0906, -0.0032], [1.8199, 2.2698, -0.1249], [2.7364, 1.1663, 0.0570], [4.1106, 1.3285, -0.1261], [4.9454, 0.2399, 0.0511], [4.3785, -0.9768, 0.4022], [3.0773, -1.1457, 0.5841], [2.2836, -0.1089, 0.4213], [-3.1521, 1.3814, 1.0737], [-3.3300, 0.0706, 1.0655], [-2.9511, -3.4895, -1.4827], [-3.8939, -1.9981, -1.5707], [-2.2024, -2.0029, -2.0723], [-3.2079, -2.4856, 0.7720], [-1.1281, -3.7345, 0.2937], [-0.7876, -2.3920, 1.3882], [-0.3582, -2.2698, -0.3172], [-0.8651, 0.2764, -0.9952], [0.0565, 4.0393, -0.3726], [2.2503, 3.2483, -0.3737], [4.5118, 2.2936, -0.4044], [6.0124, 0.3316, -0.0817], [4.9887, -1.8585, 0.5470], [1.2285, -0.2744, 0.5871], [-4.0557, -0.3365, 1.6357]]
}

(2)
{
  "formula": "C11H24N4",
  "method": "wB97M-V/def2-TZVPD",
  "de_lowest_kj_mol": 107.6,
  "lumo_ev": -7.321,
  "charge": 2,
  "smiles": "C=NC(/[NH+]=C/N(C)C)=[N+](C(C)C)C(C)C",
  "homo_energy_ev": -17.1,
  "homo_lumo_gap_ev": 9.8,
  "symbols": ["C", "N", "C", "N", "C", "N", "C", "C", "N", "C", "C", "C", "C", "C", "C", "H", "H", "H", "H", "H", "H", "H", "H", "H", "H", "H", "H", "H", "H", "H", "H", "H", "H", "H", "H", "H", "H", "H", "H"],
  "coordinates": [[0.1882, 3.0322, 0.5963], [-0.0749, 1.9820, -0.0425], [0.0263, 0.5487, 0.0201], [-1.2153, -0.0529, 0.1638], [-2.3417, 0.4077, -0.2622], [-3.4888, -0.1191, 0.0808], [-4.7787, 0.3890, -0.5044], [-3.6474, -1.2525, 0.9133], [1.1646, -0.1085, -0.0735], [2.4966, 0.5554, -0.2207], [2.7781, 1.2319, 1.0426], [2.5206, 1.4092, -1.4742], [1.2285, -1.6369, -0.1548], [1.9752, -2.0362, 1.0598], [1.7758, -2.1248, -1.5887], [0.4874, 3.1470, 1.6035], [0.0932, 3.9975, 0.0432], [-1.2841, -0.9280, 0.6015], [-2.4817, 1.2521, -0.9480], [-4.6971, 0.8627, -1.4516], [-5.4979, -0.3384, -0.6339], [-5.3148, 1.0695, 0.3194], [-4.2675, -1.9422, 0.3348], [-2.7577, -1.5329, 1.4897], [-4.4392, -1.1289, 1.7205], [3.2052, -0.2107, -0.2767], [3.8146, 1.3234, 1.1979], [2.4108, 2.2069, 1.1998], [2.2641, 0.7637, 1.9890], [1.8237, 0.9703, -2.1546], [3.4564, 1.5483, -1.9446], [2.1045, 2.2821, -1.2997], [0.2273, -2.0230, -0.2099], [2.2026, -3.0636, 1.0674], [2.8878, -1.7170, 1.2401], [1.3555, -1.9738, 1.9232], [2.7706, -2.6236, -1.2185], [1.9164, -1.2781, -2.2536], [1.1128, -2.8883, -1.8948]]
}

(3)
{
  "formula": "C43H56Cl3F5GaN4OPSSi2",
  "method": "wB97M-V/def2-TZVPD",
  "de_lowest_kj_mol": 0.0,
  "lumo_ev": -0.089,
  "homo_energy_ev": -6.1,
  "homo_lumo_gap_ev": 6.0,
  "symbols": ["Ga", "C", "Si", "C", "C", "N", "C", "C", "C", "C", "C", "C", "N", "Si", "C", "C", "C", "H", "H", "H", "H", "H", "H", "H", "H", "H", "H", "H", "H", "H", "H", "H", "H", "H", "H", "H", "H", "H", "H", "F", "C", "C", "C", "F", "C", "F", "C", "F", "C", "F", "Cl", "C", "C", "C", "C", "C", "C", "N", "C", "C", "N", "C", "O", "C", "C", "C", "Cl", "S", "C", "C", "C", "Cl", "C", "H", "H", "H", "H", "H", "H", "H", "H", "H", "H", "H", "H", "H", "C", "C", "C", "P", "C", "C", "C", "C", "C", "C", "H", "H", "H", "H", "H", "H", "H", "H", "H", "H", "H", "H", "H", "H", "H", "H", "H", "H", "H", "H", "H"],
  "coordinates": [[-0.6204, 0.3357, -1.4353], [-2.4872, 3.4683, -1.3354], [-2.6243, 2.4503, 0.2396], [-4.3417, 1.8023, 0.4142], [-2.2044, 3.4067, 1.7816], [-1.5816, 1.0120, 0.0396], [-1.4536, 0.1254, 1.1044], [-2.2205, 0.0911, 2.2848], [-2.1204, -0.9922, 3.1636], [-1.2179, -2.0216, 2.9288], [-0.3840, -1.9836, 1.7973], [-0.4362, -0.9224, 0.8765], [0.4884, -0.7036, -0.1322], [2.1088, -1.4671, -0.3236], [3.2829, -0.3585, -1.1884], [2.8563, -1.6745, 1.3951], [1.9683, -3.1379, -1.2071], [-2.4764, 2.8587, -2.2807], [-1.5444, 4.0925, -1.3323], [-3.3549, 4.1701, -1.4314], [-4.4029, 0.8735, 1.0361], [-4.6705, 1.4957, -0.6069], [-5.0556, 2.4947, 0.8383], [-2.3860, 4.4446, 1.4449], [-1.1219, 3.3705, 1.9256], [-2.7369, 3.2326, 2.7379], [-2.8575, 0.8946, 2.4906], [-2.7763, -1.1146, 4.0272], [-1.1228, -2.8844, 3.6344], [0.2921, -2.7917, 1.5701], [3.2401, 0.6393, -0.7664], [3.0755, -0.2374, -2.2855], [4.3434, -0.7435, -1.1567], [2.6083, -0.7236, 1.9165], [3.9277, -1.8397, 1.2919], [2.4558, -2.4849, 2.0193], [1.7964, -2.9264, -2.2925], [1.0680, -3.7202, -0.8333], [2.8389, -3.7886, -1.1414], [0.8184, 2.8141, -0.1326], [1.3353, 2.5730, -1.3786], [0.7570, 1.6049, -2.1786], [1.2579, 1.4032, -3.4481], [0.8010, 0.3426, -4.1745], [2.3026, 2.1560, -3.9369], [2.9494, 1.8326, -5.0845], [2.8641, 3.1272, -3.1232], [3.9666, 3.8245, -3.4576], [2.3384, 3.3805, -1.8348], [2.9183, 4.3199, -1.0154], [2.9335, -6.8270, -3.3178], [1.3676, -6.2719, -3.6737], [0.3930, -6.3486, -2.7127], [-0.8573, -5.7287, -2.8987], [-1.1935, -5.0658, -4.0957], [-2.6225, -4.5598, -4.2959], [-2.8017, -3.2105, -4.9755], [-2.6081, -1.9948, -4.1641], [-3.3391, -0.7959, -4.2924], [-2.9622, 0.0299, -3.2921], [-1.8296, -0.5853, -2.6220], [-1.6885, -1.7734, -3.2209], [-3.2942, -4.6096, -2.9891], [-4.7177, -4.7182, -3.1963], [-5.5772, -4.4372, -1.9793], [-5.8679, -5.4117, -1.0326], [-5.3817, -7.0540, -0.9161], [-7.1348, -4.8930, 0.0652], [-7.2573, -3.3357, -0.6975], [-6.3560, -3.2397, -1.6873], [-0.2421, -5.0830, -5.1305], [-0.5290, -4.6939, -6.7815], [1.0594, -5.5928, -4.9099], [0.6862, -6.8332, -1.7722], [-1.6542, -5.8260, -2.1873], [-3.2017, -5.2613, -4.9462], [-3.7696, -3.1315, -5.4593], [-2.0443, -3.1329, -5.7786], [-4.0604, -0.6219, -5.0776], [-3.4823, 0.9432, -3.1122], [-0.9616, -2.5200, -2.9001], [-4.9135, -5.7466, -3.6111], [-5.0120, -4.0292, -4.0083], [-7.9018, -2.5631, -0.2805], [-6.2239, -2.3232, -2.2131], [1.8416, -5.5420, -5.6527], [5.0552, 4.2161, 1.9579], [4.5722, 3.1861, 3.0136], [4.8775, 1.7506, 2.5790], [2.7304, 3.2396, 3.4013], [2.6257, 5.0500, 3.9246], [3.1018, 5.4904, 5.3213], [1.1600, 5.4626, 3.6443], [2.6051, 2.2845, 4.9760], [3.5783, 2.4266, 6.1706], [1.1007, 2.1873, 5.4091], [5.9479, 3.7724, 1.4201], [5.4717, 5.1051, 2.3990], [4.3631, 4.4187, 1.1503], [4.9870, 3.4445, 3.9996], [4.1338, 1.4057, 1.8333], [4.7947, 1.0296, 3.4119], [5.8328, 1.6632, 2.1488], [3.3072, 5.6472, 3.1858], [2.5485, 5.0259, 6.1133], [2.9366, 6.5612, 5.4817], [4.1406, 5.2586, 5.4520], [0.4601, 5.0476, 4.4195], [0.7855, 5.1963, 2.6628], [1.1171, 6.5707, 3.7730], [2.8043, 1.3072, 4.5317], [3.3681, 3.3230, 6.7767], [4.6184, 2.5234, 5.7720], [3.5831, 1.5636, 6.8410], [0.8611, 2.9254, 6.2136], [0.8626, 1.1875, 5.8095], [0.4116, 2.3975, 4.5784]]
}

(4)
{
  "formula": "C6H8O2",
  "method": "wB97M-V/def2-TZVPD",
  "de_lowest_kj_mol": 870.9,
  "lumo_ev": 0.678,
  "smiles": "C=CC1O[C@@H]2C[C@H]2O1",
  "homo_energy_ev": -8.0,
  "homo_lumo_gap_ev": 8.7,
  "symbols": ["C", "C", "C", "O", "C", "C", "C", "O", "H", "H", "H", "H", "H", "H", "H", "H"],
  "coordinates": [[-2.2419, 1.0918, -0.2770], [-2.0549, -0.2905, -0.0123], [-0.6266, -0.7989, 0.4519], [0.2628, -1.1322, -0.8096], [1.1378, -0.0001, -0.8945], [2.3309, 0.6621, -0.1914], [1.2566, 0.1016, 0.6812], [-0.0664, 0.3109, 1.0581], [-1.6367, 2.0279, -0.1238], [-3.2258, 1.2208, -0.9877], [-2.9136, -1.2682, -0.0722], [-0.4918, -1.7477, 1.0257], [0.7453, 0.8077, -1.4897], [3.0541, -0.1563, 0.0190], [2.4162, 1.8458, -0.1811], [1.6689, -0.7560, 1.2742]]
}

(5)
{
  "formula": "C34H56N2O4P3Pb",
  "method": "wB97M-V/def2-TZVPD",
  "de_lowest_kj_mol": 0.0,
  "lumo_ev": [-11.456, -9.937],
  "charge": 3,
  "homo_energy_ev": [-16.1, -16.4],
  "homo_lumo_gap_ev": [4.7, 6.4],
  "symbols": ["C", "C", "C", "C", "C", "H", "H", "H", "N", "P", "P", "C", "H", "H", "C", "O", "C", "H", "C", "C", "C", "C", "C", "H", "H", "H", "C", "H", "H", "H", "C", "H", "H", "H", "C", "H", "H", "H", "C", "H", "H", "H", "C", "H", "H", "H", "C", "H", "H", "H", "C", "H", "H", "H", "C", "H", "H", "H", "C", "H", "H", "H", "C", "H", "H", "H", "C", "H", "H", "H", "Pb", "N", "C", "C", "C", "C", "C", "H", "C", "H", "C", "H", "H", "H", "C", "O", "P", "O", "C", "O", "C", "H", "H", "H", "H", "H", "H", "H", "H", "H"],
  "coordinates": [[-1.4057, -1.5050, -2.2308], [0.6912, -2.3864, -1.6395], [-1.6066, -2.4887, -3.1991], [0.4477, -3.4997, -2.4954], [-0.6888, -3.5382, -3.2799], [-2.4836, -2.4235, -3.8406], [1.2247, -4.2630, -2.5518], [-0.8714, -4.3587, -3.9680], [-0.3288, -1.4811, -1.4349], [-2.7578, 0.0122, -0.3207], [2.6615, -0.7547, -0.3283], [-2.4278, -0.3680, -2.0899], [-2.0361, 0.5317, -2.5910], [-3.3662, -0.6276, -2.5988], [0.6461, 2.7783, 1.5110], [0.9625, 3.7824, 1.9536], [1.9746, -2.1886, -1.0709], [2.6502, -3.0453, -1.1584], [3.8073, -0.0638, -1.7267], [3.6865, -1.3920, 1.1639], [-3.6406, 1.6907, -0.3785], [-3.8939, -1.4352, 0.1438], [3.9532, 1.4434, -1.4617], [4.4617, 1.6463, -0.5106], [4.5556, 1.8791, -2.2709], [2.9772, 1.9407, -1.4531], [5.1833, -0.7334, -1.7784], [5.7955, -0.5440, -0.8887], [5.1074, -1.8145, -1.9509], [5.7263, -0.3079, -2.6361], [3.1318, -0.2918, -3.0850], [3.6862, 0.2715, -3.8500], [3.1358, -1.3523, -3.3663], [2.0990, 0.0656, -3.0962], [4.5371, -0.2288, 1.7085], [3.9111, 0.6247, 2.0023], [5.0691, -0.5818, 2.6036], [5.2896, 0.1283, 0.9938], [2.7186, -1.8544, 2.2661], [2.1035, -1.0454, 2.6834], [2.0440, -2.6495, 1.9222], [3.3168, -2.2590, 3.0971], [4.5579, -2.5934, 0.7888], [5.2941, -2.3732, 0.0123], [5.1128, -2.8973, 1.6890], [3.9491, -3.4432, 0.4616], [-4.6224, -1.1058, 1.4564], [-5.2540, -1.9703, 1.7128], [-3.9251, -0.9494, 2.2922], [-5.2775, -0.2292, 1.3686], [-3.0024, -2.6686, 0.3767], [-2.4918, -2.9854, -0.5394], [-2.2507, -2.5024, 1.1605], [-3.6493, -3.4960, 0.7038], [-4.9148, -1.7916, -0.9490], [-5.5739, -2.5765, -0.5470], [-5.5528, -0.9510, -1.2403], [-4.4407, -2.2032, -1.8484], [-2.8829, 2.6584, -1.3080], [-3.0273, 2.4072, -2.3670], [-3.2839, 3.6713, -1.1535], [-1.8063, 2.6840, -1.0997], [-3.6171, 2.2510, 1.0558], [-2.5903, 2.4481, 1.3961], [-4.1644, 3.2037, 1.0712], [-4.0915, 1.5735, 1.7770], [-5.0799, 1.5507, -0.8847], [-5.1203, 1.1402, -1.9029], [-5.7144, 0.9489, -0.2232], [-5.5205, 2.5591, -0.9233], [-0.0183, 0.2097, 0.5633], [0.3702, 1.4298, -1.4418], [0.5525, 1.6973, -2.5746], [0.6474, 2.4101, -3.7927], [0.4660, 3.8052, -3.7591], [0.9131, 1.7665, -5.0185], [0.5498, 4.5499, -4.9324], [0.2673, 4.2934, -2.8026], [1.0120, 2.5247, -6.1833], [1.0379, 0.6815, -5.0355], [0.8176, 3.9102, -6.1480], [0.4066, 5.6303, -4.8986], [1.2398, 2.0263, -7.1265], [0.8733, 4.4910, -7.0712], [-2.6858, 0.0810, 5.1204], [-2.3509, -0.8087, 4.0405], [-0.9798, -0.7610, 3.1429], [0.1434, -0.2088, 4.2285], [0.2111, 1.1961, 4.6201], [-0.5794, -2.3558, 2.9964], [-0.4491, -3.2633, 4.0984], [-3.6005, -0.3258, 5.5610], [-2.8800, 1.1031, 4.7649], [-1.9105, 0.1015, 5.8936], [1.1829, 1.5969, 4.3021], [-0.5822, 1.8221, 4.1739], [0.1257, 1.2483, 5.7143], [0.2027, -4.0733, 3.7561], [0.0116, -2.7709, 4.9646], [-1.4270, -3.6796, 4.3659]]
}

(6)
{
  "formula": "C3H9NO2S",
  "method": "wB97M-V/def2-TZVPD",
  "de_lowest_kj_mol": 122.6,
  "lumo_ev": 0.789,
  "smiles": "O=CNCCS.O",
  "homo_energy_ev": -9.3,
  "homo_lumo_gap_ev": 10.1,
  "symbols": ["O", "C", "N", "C", "C", "S", "H", "H", "H", "H", "H", "H", "H", "O", "H", "H"],
  "coordinates": [[-0.0840, 1.9052, -1.6627], [-0.5519, 1.4271, -0.6480], [0.2526, 0.7187, 0.1823], [-0.1362, 0.2174, 1.4629], [-0.1886, -1.2952, 1.5843], [-1.3411, -2.0990, 0.3849], [-1.6235, 1.3335, -0.4308], [1.2180, 0.5894, -0.0812], [-1.0522, 0.7003, 1.8289], [0.5359, 0.6149, 2.2381], [-0.5067, -1.6461, 2.5532], [0.7848, -1.6117, 1.2085], [-2.0576, -1.0140, 0.0706], [1.7789, -0.0415, -2.6179], [1.4579, 0.8541, -2.7759], [1.5136, -0.6531, -3.2972]]
}